1.
Below is the ion C21H29N2O with charge +1, with properties calculated with ωB97M-V with the def2-TZVPD basis set.

Each line ends with the Mulliken charge.
Element x y z (Å)
1 C 5.8402 -2.2522 -2.1476  -0.79
2 O 5.3005 -0.9108 -2.2704  -0.45
3 C 4.0092 -0.7123 -1.8890  0.80
4 C 3.4908 0.5990 -2.0058  -1.00
5 C 2.2183 0.8797 -1.5407  -0.47
6 C 1.4501 -0.1299 -0.9444  0.15
7 C 0.0999 0.1975 -0.3530  0.01
8 C -1.0630 -0.4342 -1.1535  0.08
9 C -2.2198 0.2708 -1.4972  0.10
10 C -3.3883 -0.4174 -1.8606  -0.93
11 C -3.3519 -1.8026 -2.0529  -0.54
12 C -2.1281 -2.4790 -1.9322  -0.77
13 C -0.9847 -1.7759 -1.5393  -0.36
14 C 1.9392 -1.4306 -0.8801  -0.25
15 C 3.2109 -1.7412 -1.3270  -1.13
16 H 6.8857 -2.1208 -2.4168  0.25
17 H 5.7539 -2.6415 -1.1195  0.31
18 H 5.3429 -2.9354 -2.8544  0.34
19 H 4.1146 1.3822 -2.4258  0.45
20 H 1.7938 1.8853 -1.6374  0.44
21 H 0.0024 1.2847 -0.3989  0.52
22 H -2.2020 1.3596 -1.5137  0.65
23 H -4.3210 0.1275 -1.9904  0.39
24 H -4.2572 -2.3667 -2.2915  0.40
25 H -2.0331 -3.5380 -2.1469  0.45
26 H -0.0436 -2.3042 -1.5763  0.36
27 H 1.3304 -2.2416 -0.4622  0.37
28 H 3.5934 -2.7552 -1.2047  0.38
29 C -3.1936 2.8719 0.0348  -1.32
30 N -2.8776 1.7898 0.9814  0.51
31 C -4.0251 1.6466 1.8893  -1.06
32 C -1.5571 1.8909 1.6111  -1.52
33 C -0.8592 0.5898 2.0385  0.79
34 C 0.1548 0.9510 3.1020  -0.91
35 C 1.1696 -0.1749 3.1999  -0.84
36 C 1.3430 -0.6426 1.7608  -0.47
37 N 0.0522 -0.2168 1.0144  0.25
38 H -2.2929 3.1870 -0.5094  0.43
39 H -3.9388 2.4939 -0.6926  0.33
40 H -3.6397 3.7574 0.5404  0.38
41 H -3.7983 0.9801 2.7319  0.30
42 H -4.3446 2.6352 2.2895  0.36
43 H -4.8824 1.2399 1.3243  0.32
44 H -0.8972 2.5081 0.9699  0.48
45 H -1.7237 2.4751 2.5534  0.27
46 H -1.6099 -0.1467 2.3646  0.05
47 H 0.6777 1.8434 2.7292  0.39
48 H -0.3195 1.2239 4.0515  0.44
49 H 2.1192 0.1789 3.6316  0.41
50 H 0.8229 -0.9986 3.8411  0.35
51 H 2.2239 -0.2140 1.2797  0.33
52 H 1.4073 -1.7359 1.7210  0.28
53 H -0.3945 -1.1304 0.9738  0.67

Summary:
charge = +1
SMILES = COc1ccc([C@@H](c2ccccc2)[N@H+]2CCC[C@H]2CN(C)C)cc1
LUMO = -2.41 eV
HOMO energy = -11.22 eV
HOMO-LUMO gap = 8.80 eV
ΔE to the lowest compared entry with this formula, charge and spin = 55.07 kcal/mol
spin multiplicity = 1

2.
Below is a structure of composition C21H29N2O7PPt, with properties calculated with ωB97M-V with the def2-TZVPD basis set.

Each line ends with the Mulliken charge.
Element x y z (Å)
1 Pt 12.4885 8.6758 9.3506  1.56
2 C 19.7310 10.0022 9.6156  -0.73
3 O 19.1537 9.6430 10.8630  -0.40
4 C 17.8135 9.3871 11.0277  1.04
5 C 17.4590 9.1140 12.4075  -1.19
6 C 16.2050 8.6646 12.6323  -0.73
7 C 15.2306 8.4781 11.6147  -0.33
8 C 13.9571 8.0210 12.0050  1.48
9 C 13.7455 7.6578 13.4072  -1.77
10 O 12.9695 7.8699 11.2843  -0.70
11 C 15.5780 8.8522 10.2834  0.49
12 O 14.7945 8.8273 9.2363  -0.64
13 C 16.8746 9.3134 10.0403  -0.37
14 H 20.8192 10.1091 9.8740  0.23
15 H 19.3473 10.9835 9.2171  0.30
16 H 19.5111 9.2885 8.8084  0.30
17 H 18.2133 9.2479 13.2068  0.36
18 H 16.0099 8.6134 13.6839  0.32
19 H 13.8483 8.5436 14.0458  0.40
20 H 14.4613 6.9386 13.7745  0.46
21 H 12.7172 7.3331 13.5279  0.30
22 H 17.0979 9.6400 8.9586  0.20
23 C 10.9678 5.0308 9.4398  -1.06
24 C 10.2187 6.2536 9.8141  -0.08
25 N 10.6556 7.4841 9.8490  0.03
26 C 9.6290 8.3463 10.2091  0.07
27 C 8.5167 7.5720 10.4270  0.22
28 N 8.9281 6.2205 10.2508  -0.04
29 C 7.0811 7.8765 10.7123  0.35
30 O 6.7219 9.1197 10.8815  -0.54
31 O 6.3009 6.9744 10.8536  -0.63
32 C 9.9279 9.8117 10.3158  0.89
33 O 8.9219 10.5043 10.5271  -0.89
34 O 11.0922 10.2809 10.2040  -0.76
35 H 11.4232 4.4429 10.2441  0.32
36 H 11.7874 5.3268 8.8009  0.14
37 H 10.3261 4.3422 8.7768  0.33
38 H 8.2714 5.4836 10.3830  0.22
39 H 7.4357 9.7999 10.7213  0.48
40 C 11.8367 7.0104 6.5642  -0.92
41 C 12.0962 8.4068 6.0646  -0.98
42 P 12.1905 9.6643 7.3908  0.76
43 C 13.6757 10.6815 6.8201  -0.69
44 C 13.8240 11.8991 7.7739  -1.10
45 C 10.7103 10.6683 7.1193  -0.91
46 C 9.3027 10.0584 7.0129  -1.29
47 H 11.8117 6.3484 5.7106  0.46
48 H 10.8997 6.9781 7.1948  0.11
49 H 12.7061 6.7179 7.2095  0.16
50 H 11.3346 8.5614 5.2825  0.52
51 H 13.0503 8.4798 5.5310  0.51
52 H 13.6896 11.0750 5.7809  0.53
53 H 14.5856 9.9646 6.9002  0.23
54 H 12.8947 12.4937 7.8538  0.31
55 H 14.5882 12.5952 7.4110  0.39
56 H 14.0463 11.4676 8.7619  0.21
57 H 10.9884 11.3487 6.3195  0.65
58 H 10.7360 11.3172 8.0308  0.36
59 H 9.1359 9.5969 6.0968  0.43
60 H 8.5621 10.8255 7.2023  0.37
61 H 9.2162 9.3802 7.8397  0.24

Summary:
LUMO (alpha / beta) = 0.38 / -0.98 eV
HOMO energy (alpha / beta) = -7.24 / -8.07 eV
HOMO-LUMO gap (alpha / beta) = 7.61 / 7.10 eV
ΔE to the lowest compared entry with this formula, charge and spin = 0.50 kcal/mol
spin multiplicity = 3

3.
Below is the molecule C21H29N3O, with properties calculated with ωB97M-V with the def2-TZVPD basis set.

Each line ends with the Mulliken charge.
Element x y z (Å)
1 C -1.5990 -2.6304 2.7768  -1.45
2 H -0.9731 -1.8845 3.2592  0.32
3 H -2.6071 -2.5507 3.1741  0.34
4 H -1.2018 -3.6136 3.0169  0.46
5 C -1.6295 -2.4456 1.2641  0.20
6 N -2.3886 -1.2721 0.8690  -0.06
7 C -2.7200 -1.2971 -0.5454  0.07
8 C -3.6216 -0.1102 -0.8927  -1.28
9 N -3.0549 1.1733 -0.5431  0.20
10 C -2.5716 1.1688 0.8193  -1.49
11 C -1.6960 -0.0351 1.1851  0.06
12 H -1.5031 -0.0012 2.2585  0.50
13 H -0.7236 0.0148 0.6666  -0.04
14 H -2.0273 2.0937 1.0190  0.48
15 H -3.4590 1.1399 1.4628  0.44
16 C -2.2958 1.8740 -1.5545  -1.09
17 C -1.0254 1.1665 -2.0320  0.68
18 O -1.0698 0.4212 -2.9867  -0.59
19 N 0.1394 1.3025 -1.2877  0.11
20 C 0.5191 2.2902 -0.3725  -0.01
21 C 0.0750 3.5883 -0.1680  -0.82
22 C 0.6885 4.3498 0.8109  -0.81
23 C 1.7459 3.8545 1.5670  -0.78
24 C 2.2462 2.5931 1.3246  -0.40
25 C 1.6445 1.8163 0.3417  -0.04
26 C 1.9701 0.5299 -0.1960  0.85
27 C 1.0918 0.2691 -1.1952  0.74
28 C 1.1154 -0.9634 -2.0281  -0.34
29 H 0.9831 -0.7161 -3.0820  0.45
30 C 2.4447 -1.6920 -1.8160  -1.24
31 H 2.3809 -2.6884 -2.2567  0.45
32 C 2.7995 -1.7983 -0.3309  1.43
33 C 4.0100 -2.7008 -0.1161  -1.84
34 H 3.8029 -3.7103 -0.4638  0.43
35 H 4.2692 -2.7482 0.9394  0.42
36 H 4.8691 -2.3194 -0.6643  0.36
37 C 3.0612 -0.3949 0.2244  -1.12
38 H 3.1253 -0.4220 1.3153  0.50
39 H 4.0217 -0.0247 -0.1500  0.35
40 H 1.9421 -2.2276 0.2008  -0.49
41 H 3.2401 -1.1479 -2.3299  0.32
42 H 0.2821 -1.6192 -1.7503  -0.05
43 H 3.0988 2.2160 1.8687  0.48
44 H 2.1934 4.4779 2.3265  0.40
45 H 0.3426 5.3585 0.9798  0.42
46 H -0.7019 4.0405 -0.7635  0.46
47 H -2.9396 1.9561 -2.4371  0.44
48 H -2.1002 2.8725 -1.1747  0.26
49 H -3.8509 -0.1239 -1.9588  0.48
50 H -4.5541 -0.2123 -0.3260  0.42
51 H -3.2562 -2.2246 -0.7611  0.64
52 H -1.8151 -1.2720 -1.1769  -0.39
53 H -0.5951 -2.4077 0.8723  -0.32
54 H -2.1223 -3.3134 0.8171  0.50

Summary:
SMILES = CCN1CCN(CC(=O)n2c3c(c4ccccc42)C[C@H](C)CC3)CC1
LUMO = 0.81 eV
HOMO energy = -8.07 eV
HOMO-LUMO gap = 8.88 eV
ΔE to the lowest compared entry with this formula, charge and spin = 19.74 kcal/mol
spin multiplicity = 1

4.
Below is a cluster of 2 separate species, C21H29N3O2S in total, with properties calculated with ωB97M-V with the def2-TZVPD basis set.

Each line ends with the Mulliken charge.
Element x y z (Å)
1 C 6.9073 -2.3390 2.2996  -1.37
2 C 5.6803 -1.4969 2.2909  0.95
3 C 5.1007 -1.0942 3.4844  -0.73
4 C 3.9695 -0.3061 3.4832  -0.48
5 C 3.4097 0.0883 2.2922  0.09
6 S 1.9564 1.1478 2.2835  1.23
7 N 0.7571 0.0010 2.2687  -0.28
8 C -0.4081 0.4837 2.2714  -0.41
9 C -1.6201 -0.3164 2.2658  0.66
10 C -2.8772 0.2836 2.2664  -0.33
11 C -4.0160 -0.4910 2.2737  -0.66
12 C -3.9179 -1.8694 2.2794  -0.41
13 C -2.6762 -2.4742 2.2776  -0.53
14 C -1.5356 -1.7048 2.2705  -0.42
15 O 1.9567 1.8871 3.5898  -0.70
16 O 1.9523 1.8975 0.9831  -0.60
17 C 3.9675 -0.3068 1.1013  -0.12
18 C 5.0988 -1.0944 1.0980  -1.00
19 H 7.2399 -2.5666 1.2853  0.35
20 H 7.7221 -1.8257 2.8128  0.33
21 H 6.7259 -3.2848 2.8131  0.33
22 H 5.5502 -1.3948 4.4146  0.40
23 H 3.5264 0.0232 4.4079  0.45
24 H -0.4981 1.5612 2.2862  0.38
25 H -2.9488 1.3591 2.2655  0.42
26 H -4.9853 -0.0198 2.2780  0.41
27 H -4.8116 -2.4727 2.2875  0.40
28 H -2.6007 -3.5498 2.2844  0.41
29 H -0.5609 -2.1626 2.2729  0.47
30 H 3.5215 0.0217 0.1782  0.41
31 H 5.5448 -1.3935 0.1659  0.32
32 C -2.5539 -1.0029 -4.6647  -1.06
33 N -3.0797 -0.3846 -3.4415  0.14
34 C -4.4902 -0.7132 -3.1049  -1.02
35 C -2.7434 1.0711 -3.3687  -1.57
36 C -1.7891 1.3870 -2.2156  0.85
37 C -1.4799 2.8949 -2.0591  -0.87
38 C -0.0251 2.9570 -1.5728  -0.35
39 C 0.6233 1.6774 -2.1154  -0.04
40 N -0.4673 0.7096 -2.3940  -0.41
41 H -1.4873 -0.8038 -4.7501  0.29
42 H -2.6984 -2.0815 -4.6404  0.34
43 H -3.0554 -0.6076 -5.5467  0.35
44 H -4.7434 -0.3130 -2.1250  0.28
45 H -5.1745 -0.2931 -3.8400  0.38
46 H -4.6319 -1.7926 -3.0805  0.34
47 H -2.2857 1.3801 -4.3121  0.55
48 H -3.6653 1.6529 -3.2737  0.36
49 H -2.2387 1.0185 -1.2797  0.02
50 H -1.5852 3.3969 -3.0273  0.34
51 H -2.1720 3.3869 -1.3661  0.37
52 H 0.4916 3.8593 -1.9226  0.41
53 H 0.0187 2.9724 -0.4766  0.07
54 H 1.1482 1.8808 -3.0560  0.26
55 H 1.3623 1.2646 -1.4170  -0.30
56 H -0.4080 -0.1078 -1.7812  0.30

Summary:
SMILES = Cc1ccc(S(=O)(=O)/N=C/c2ccccc2)cc1.CN(C)C[C@@H]1CCCN1
LUMO = -0.49 eV
HOMO energy = -7.92 eV
HOMO-LUMO gap = 7.43 eV
ΔE to the lowest compared entry with this formula, charge and spin = 104.52 kcal/mol
spin multiplicity = 1

5.
Below is the molecule C21H29N3O3S, with properties calculated with ωB97M-V with the def2-TZVPD basis set.

Each line ends with the Mulliken charge.
Element x y z (Å)
1 C -2.9715 2.0417 5.8861  -1.73
2 H -2.6704 3.0630 6.1110  0.36
3 H -3.3608 1.5912 6.7964  0.42
4 C -4.0315 2.0279 4.7898  0.80
5 C -5.2876 2.7846 5.2169  -0.92
6 C -6.2900 2.7818 4.0695  -0.82
7 C -5.6498 3.3591 2.8116  -0.62
8 N -4.4786 2.5839 2.4425  0.21
9 C -3.4868 2.6466 3.5016  -1.09
10 H -2.6042 2.0883 3.1773  0.44
11 H -3.1742 3.6888 3.7018  0.27
12 C -3.9308 2.9865 1.1589  -0.50
13 C -4.7811 2.4806 -0.0072  -0.54
14 H -5.7135 3.0412 -0.0751  0.37
15 C -4.0421 2.6210 -1.3391  -1.01
16 N -2.8715 1.7803 -1.4092  -0.12
17 C -1.6119 2.2810 -1.3935  0.38
18 O -1.3785 3.4754 -1.3820  -0.66
19 C -0.5253 1.2598 -1.4004  0.49
20 C 0.6958 1.6088 -0.8276  -1.04
21 C 1.7477 0.7196 -0.8164  -0.58
22 C 1.6080 -0.5431 -1.3949  0.98
23 C 0.3960 -0.8910 -1.9877  -0.80
24 C -0.6560 0.0042 -1.9862  -0.54
25 H -1.5745 -0.2781 -2.4800  0.46
26 H 0.2915 -1.8584 -2.4493  0.53
27 N 2.7048 -1.3985 -1.3629  -0.04
28 C 2.8197 -2.6695 -1.8393  0.32
29 O 1.9364 -3.3079 -2.3766  -0.72
30 C 4.1834 -3.2331 -1.6358  0.13
31 C 4.4366 -4.4835 -2.0464  -0.10
32 S 5.9741 -5.2856 -1.9908  -0.14
33 C 6.9777 -3.8361 -1.5286  -0.57
34 C 6.2291 -3.0133 -0.4897  -0.56
35 O 5.0813 -2.3889 -1.0188  -0.44
36 H 6.8577 -2.1958 -0.1265  0.34
37 H 5.9490 -3.6565 0.3554  0.36
38 H 7.9180 -4.2091 -1.1298  0.41
39 H 7.1599 -3.2445 -2.4257  0.32
40 H 3.6392 -5.0608 -2.4811  0.37
41 H 3.5428 -1.0192 -0.9394  0.21
42 H 2.6896 0.9987 -0.3649  0.35
43 H 0.7985 2.5927 -0.3955  0.45
44 H -3.0109 0.7901 -1.2883  0.26
45 H -4.7154 2.3647 -2.1646  0.35
46 H -3.6922 3.6478 -1.4704  0.40
47 H -5.0285 1.4322 0.1727  0.32
48 H -2.9348 2.5444 1.0728  0.30
49 H -3.8133 4.0815 1.0835  0.20
50 H -6.3674 3.3204 1.9904  0.39
51 H -5.3857 4.4199 2.9857  0.34
52 H -6.6039 1.7571 3.8644  0.32
53 H -7.1735 3.3675 4.3303  0.39
54 H -5.7242 2.3222 6.1045  0.35
55 H -5.0218 3.8144 5.4694  0.32
56 H -4.3090 0.9917 4.5710  0.22
57 H -2.0902 1.4852 5.5755  0.43

Summary:
SMILES = C[C@H]1CCCN(CCCNC(=O)c2ccc(NC(=O)C3=CSCCO3)cc2)C1
LUMO = 0.39 eV
HOMO energy = -8.33 eV
HOMO-LUMO gap = 8.72 eV
ΔE to the lowest compared entry with this formula, charge and spin = 32.09 kcal/mol
spin multiplicity = 1

6.
Below is the molecule C21H29N3OS2, with properties calculated with ωB97M-V with the def2-TZVPD basis set.

Each line ends with the Mulliken charge.
Element x y z (Å)
1 C -0.5456 -3.0620 -2.0721  -1.40
2 H -0.1238 -3.5399 -1.1913  0.22
3 H 0.2177 -3.0134 -2.8462  0.42
4 H -1.3668 -3.6754 -2.4333  0.42
5 C -1.0310 -1.6559 -1.7165  0.22
6 C -2.0637 -1.6986 -0.6250  1.05
7 C -3.3092 -2.2603 -0.8809  -0.82
8 C -4.2753 -2.3536 0.1025  -0.73
9 C -4.0111 -1.8811 1.3764  -0.73
10 C -2.7844 -1.3067 1.6480  -0.42
11 C -1.8147 -1.2105 0.6582  -0.85
12 N -0.5960 -0.5571 0.9898  0.69
13 C 0.5196 -1.2342 1.3242  0.64
14 N 1.6030 -0.4947 1.6920  0.23
15 C 1.4969 0.8619 2.1732  -1.22
16 H 2.0869 0.9324 3.0963  0.45
17 C 2.0142 1.9391 1.2104  -0.67
18 H 3.0704 1.7592 1.0055  0.41
19 H 1.9419 2.9038 1.7154  0.54
20 C 1.2928 1.9899 -0.1351  -1.18
21 N -0.1618 2.0547 -0.0337  0.63
22 C -0.6592 3.2130 0.6995  -0.68
23 C -2.1840 3.1183 0.7942  -0.72
24 O -2.7793 3.0921 -0.4793  -0.46
25 C -2.2939 2.0009 -1.2250  -0.44
26 C -0.7720 2.0557 -1.3594  -0.87
27 H -0.4229 1.1850 -1.9161  0.45
28 H -0.4909 2.9649 -1.9166  0.40
29 H -2.7651 2.0663 -2.2068  0.42
30 H -2.5878 1.0556 -0.7436  0.19
31 H -2.5900 3.9922 1.3059  0.39
32 H -2.4565 2.2083 1.3521  0.28
33 H -0.2425 3.2231 1.7065  0.42
34 H -0.3835 4.1515 0.1909  0.32
35 H 1.6867 2.8463 -0.7078  0.45
36 H 1.5298 1.0793 -0.6948  0.29
37 H 0.4552 1.0582 2.4342  0.52
38 C 2.9142 -1.1128 1.7149  -1.48
39 C 3.6098 -0.9377 0.4032  0.42
40 C 3.2009 -1.3848 -0.8148  -0.38
41 C 4.0722 -1.0137 -1.8638  -0.69
42 C 5.1322 -0.2880 -1.4302  -0.42
43 S 5.0899 -0.0395 0.2715  -0.13
44 H 5.9472 0.1155 -1.9973  0.47
45 H 3.9162 -1.2824 -2.8933  0.41
46 H 2.3136 -1.9770 -0.9502  0.61
47 H 2.7669 -2.1825 1.9098  0.56
48 H 3.5079 -0.6794 2.5226  0.45
49 S 0.5503 -2.8946 1.3258  -0.35
50 H -0.5178 0.4318 0.7179  0.01
51 H -2.5588 -0.9321 2.6360  0.48
52 H -4.7564 -1.9573 2.1538  0.41
53 H -5.2332 -2.7981 -0.1233  0.42
54 H -3.5199 -2.6306 -1.8739  0.45
55 H -0.1747 -1.0598 -1.3958  -0.62
56 H -1.4647 -1.1856 -2.6046  0.51

Summary:
SMILES = CCc1ccccc1NC(=S)N(CCCN1CCOCC1)Cc1cccs1
LUMO = 0.60 eV
HOMO energy = -7.75 eV
HOMO-LUMO gap = 8.35 eV
ΔE to the lowest compared entry with this formula, charge and spin = 0.00 kcal/mol
spin multiplicity = 1